Entry 1:
Density functional theory data (ωB97M-V/def2-TZVPD) for a structure of composition CH4OP2 in a non-equilibrium geometry.

The multiplicity is 1. Its energy relative to the best compared isomer or geometry (same formula, charge and spin) is 5.146 eV. Its orbital gap (alpha / beta) is 6.6273 / 6.6351 eV. As for the HOMO energy (alpha / beta): -8.87 / -9.04 eV. The calculation puts the electronic energy at -798.226961 Eh.

Each line ends with the natural charge from an NBO analysis.
Geometry (Å):
C 0.733 0.274 -0.656  -0.90
O -1.128 0.320 1.601  -1.08
P -2.596 -0.499 -0.377  0.16
P -0.752 -0.417 0.541  1.25
H 0.404 0.638 -1.623  0.21
H 1.509 -0.488 -0.622  0.23
H 0.934 1.070 0.038  0.23
H 0.897 -0.899 1.098  -0.10

***

Entry 2:
Density functional theory data (ωB97M-V/def2-TZVPD) for an isolated molecule of CH4OP2 in a non-equilibrium geometry.

The multiplicity is 3. As for the expectation value of S²: 2.0071. Its energy relative to the best compared isomer or geometry (same formula, charge and spin) is 0.000 eV. Its orbital gap (alpha / beta) is 8.4682 / 7.6978 eV. As for the HOMO energy (alpha / beta): -7.74 / -10.02 eV. The calculation puts the electronic energy at -798.348871 Eh.

Each line ends with the natural charge from an NBO analysis.
Geometry (Å):
C -0.314 -0.621 0.151  -0.97
O 3.901 0.298 0.005  -0.95
P 2.455 0.438 0.079  0.99
P 1.406 -1.332 0.131  0.31
H -0.297 0.071 1.056  0.24
H -1.085 -1.443 0.392  0.26
H -0.462 -0.099 -0.756  0.24
H 1.779 1.155 -1.008  -0.11

***

Entry 3:
Density functional theory data (ωB97M-V/def2-TZVPD) for a cluster of 2 separate species, CH4OS2 in total in a non-equilibrium geometry.

The multiplicity is 1. Its energy relative to the best compared isomer or geometry (same formula, charge and spin) is 1.791 eV. Its orbital gap is 8.1193 eV. As for the HOMO energy: -8.70 eV. The calculation puts the electronic energy at -912.025717 Eh.

Each line ends with the natural charge from an NBO analysis.
Geometry (Å):
C -0.354 -0.262 0.365  0.12
O -0.395 -1.360 -0.310  -0.62
S 1.909 0.616 -0.131  -0.43
S -1.477 0.998 -0.157  -0.03
H -0.234 -0.258 1.377  0.19
H -0.942 -1.040 -1.055  0.49
H 2.103 -0.197 0.939  0.12
H -0.609 1.505 -1.027  0.16

***

Entry 4:
Density functional theory data (ωB97M-V/def2-TZVPD) for an isolated molecule of CH4P2 in a non-equilibrium geometry.

The multiplicity is 3. As for the expectation value of S²: 2.0097. Its energy relative to the best compared isomer or geometry (same formula, charge and spin) is 0.000 eV. Its orbital gap (alpha / beta) is 7.4440 / 6.8233 eV. As for the HOMO energy (alpha / beta): -6.34 / -9.53 eV. The calculation puts the electronic energy at -723.018563 Eh.

Each line ends with the natural charge from an NBO analysis.
Geometry (Å):
C 0.449 -0.141 0.137  -0.96
P 0.481 -1.736 -0.240  0.38
P -0.203 1.111 -0.997  0.43
H 1.238 0.163 0.793  0.23
H 1.263 -2.146 0.754  -0.08
H -1.107 0.452 -1.942  0.00
H -1.224 1.869 -0.375  0.00

***

Entry 5:
Density functional theory data (ωB97M-V/def2-TZVPD) for an isolated molecule of CH4P2S in a non-equilibrium geometry.

The multiplicity is 1. Its energy relative to the best compared isomer or geometry (same formula, charge and spin) is 2.134 eV. The SMILES is [PH2]#[PH]C=S. Its orbital gap is 8.1145 eV. As for the HOMO energy: -8.78 eV. The calculation puts the electronic energy at -1121.313030 Eh.

Each line ends with the natural charge from an NBO analysis.
Geometry (Å):
C -1.329 -0.197 -0.727  -0.58
P 1.700 -0.375 -0.061  0.06
P -0.002 0.950 -0.260  0.30
S -2.860 -0.011 -0.280  0.09
H -1.044 -0.937 -1.353  0.19
H 2.439 0.494 0.613  -0.01
H 1.326 -0.990 0.977  -0.04
H -0.230 1.067 1.092  0.00

***

Entry 6:
Density functional theory data (ωB97M-V/def2-TZVPD) for a structure of composition CH4S2 in a non-equilibrium geometry.

The multiplicity is 1. Its energy relative to the best compared isomer or geometry (same formula, charge and spin) is 1.765 eV. Its orbital gap is 8.7008 eV. As for the HOMO energy: -8.79 eV. The calculation puts the electronic energy at -836.801305 Eh.

Each line ends with the natural charge from an NBO analysis.
Geometry (Å):
C -0.203 0.559 0.256  -0.56
S 1.879 -0.403 -0.009  -0.27
S -1.409 -0.612 0.062  0.10
H 0.184 0.807 1.217  0.23
H -0.277 1.502 -0.419  0.24
H 1.755 -0.686 1.289  0.11
H -1.247 -0.567 -1.328  0.14

***

Entry 7:
Density functional theory data (ωB97M-V/def2-TZVPD) for an isolated molecule of CH4Se in a non-equilibrium geometry.

The multiplicity is 1. Its energy relative to the best compared isomer or geometry (same formula, charge and spin) is 0.451 eV. The SMILES is C[SeH]. Its orbital gap is 9.5153 eV. As for the HOMO energy: -8.68 eV. The calculation puts the electronic energy at -2441.880018 Eh.

Each line ends with the natural charge from an NBO analysis.
Geometry (Å):
C -0.214 -0.397 -0.012  -0.72
Se 1.754 -0.017 0.039  0.00
H -0.538 -0.178 1.120  0.23
H -0.524 0.231 -0.698  0.20
H -0.231 -1.496 -0.295  0.23
H 1.629 1.120 -0.731  0.06

***

Entry 8:
Density functional theory data (ωB97M-V/def2-TZVPD) for a structure of composition CH5BO in a non-equilibrium geometry.

The multiplicity is 1. Its energy relative to the best compared isomer or geometry (same formula, charge and spin) is 3.490 eV. Its orbital gap is 10.1797 eV. As for the HOMO energy: -10.06 eV. The calculation puts the electronic energy at -141.100683 Eh.

Each line ends with the natural charge from an NBO analysis.
Geometry (Å):
B -0.610 -0.557 -0.492  0.96
C 0.825 -0.402 -0.013  -1.12
O -2.083 0.488 0.387  -1.00
H -0.881 -1.298 -1.449  -0.10
H 1.237 0.709 -0.087  0.28
H 1.459 -0.912 -0.618  0.24
H 1.050 -0.690 1.051  0.28
H -3.003 0.430 0.071  0.47

***

Question: Look up the multiplicity of the first one.
Answer: 1